No. 1
The following is a quantum chemistry calculation of C46H50N3O31PY as an isolated structure, from the OMol25 dataset.

Structure (XYZ):
```
132
Properties=species:S:1:pos:R:3:forces:R:3
C -3.726433 6.843252 0.056791 0.177 1.515 -0.094
C -3.401952 5.965656 1.169410 0.914 -0.581 1.497
C -3.985966 6.452282 2.519612 -0.830 -1.918 -0.093
O -5.383582 6.436581 2.376271 -1.193 -0.808 0.301
C -6.244631 6.023202 3.505005 0.473 1.045 -0.447
N -3.898828 4.590721 0.734660 -0.282 -0.455 0.483
H -3.715799 3.767230 1.290066 0.694 -0.158 0.804
H -4.904824 4.554340 0.652464 -0.766 0.628 -0.060
H -3.537728 4.373539 -0.183236 0.281 0.066 -0.486
H -4.813497 6.920208 0.035046 0.059 0.236 -0.753
H -3.187511 6.584011 -0.854502 -0.516 -0.050 -0.218
H -3.307346 7.789311 0.399444 -0.283 0.416 -0.468
H -2.324596 5.878754 1.310277 0.063 -0.260 -0.093
H -3.622049 7.432287 2.828218 0.275 0.022 -0.295
H -3.707929 5.701743 3.259541 0.291 0.107 0.394
H -6.024453 6.673495 4.351620 -0.242 0.104 -0.019
H -6.198974 4.999143 3.875569 0.740 -0.301 -0.537
H -7.261231 6.162669 3.137345 0.176 0.263 0.103
Y 2.550722 -3.007558 -1.268922 -1.538 1.007 0.895
P -0.425504 -1.082011 0.450405 -1.314 -1.085 -0.401
O 1.064234 -0.864326 0.845336 0.007 0.288 0.362
O -0.353794 -2.667581 0.524560 0.304 0.469 -0.235
O -0.180473 -0.964292 -1.123645 -0.455 0.054 1.179
O -1.642816 -0.484593 1.168502 2.975 -0.595 -1.789
C 8.006808 -2.434550 1.223163 -0.462 0.692 -1.009
O 6.820101 -2.472734 0.873455 1.643 -0.076 0.406
N 9.020630 -1.793629 0.576548 2.668 0.232 0.640
C 10.444838 -1.805110 1.129640 -1.783 -0.224 0.792
C 9.011003 -1.126325 -0.698424 -1.388 0.008 -0.998
H 8.451223 -2.892791 2.120209 -0.645 -0.194 0.179
H 10.822988 -0.797325 1.301291 -0.010 0.192 -1.000
H 11.083297 -2.454754 0.530935 0.056 0.317 0.002
H 10.450447 -2.118862 2.173495 -0.293 -0.763 -0.100
H 7.979080 -0.975018 -1.015160 -0.069 0.315 0.213
H 9.558716 -0.184243 -0.722834 -0.185 0.079 0.533
H 9.428057 -1.692263 -1.531418 0.349 -0.584 0.264
C -0.503228 -6.304120 -5.744605 2.273 1.238 0.545
O 0.318458 -5.508285 -5.230035 -1.807 -1.462 -0.847
N -0.465480 -6.740054 -7.013666 1.105 0.152 -1.872
C -1.541105 -7.539903 -7.539264 -0.865 0.693 -0.127
C 0.509311 -6.275117 -8.077688 -0.430 0.224 1.149
H -1.314990 -6.816465 -5.205401 0.056 0.354 0.312
H -2.246506 -7.789278 -6.746602 0.241 -0.417 0.041
H -1.216256 -8.407291 -8.113910 0.125 -0.041 0.290
H -2.116983 -6.887036 -8.195185 -0.150 -0.166 -0.419
H 1.279225 -5.673161 -7.595038 0.071 -0.365 0.019
H 0.911374 -7.099149 -8.667113 0.152 -0.356 0.633
H 0.080328 -5.644094 -8.856083 -0.738 0.215 0.346
C -0.497286 -7.135823 7.910119 -0.431 1.044 -0.093
C 0.275940 -6.079396 8.257809 1.841 -0.710 0.623
C 0.683875 -5.019550 7.301033 2.254 2.052 -1.036
O 1.559543 -4.132091 7.427774 -1.366 -1.923 1.660
C 0.119973 -5.073431 6.008278 -2.207 -0.678 -1.156
C -0.738809 -6.036142 5.642418 -1.298 -1.506 -0.637
C -1.143473 -7.259723 6.553971 0.510 0.276 0.737
O -1.840967 -8.211165 6.244380 1.009 1.761 -0.066
O -1.362866 -6.051869 4.434055 0.486 -0.212 1.006
O 0.961751 -6.066402 9.440195 -1.315 -0.656 0.124
H -0.721401 -7.861405 8.678033 0.093 -0.328 -0.190
H 0.186484 -4.211069 5.361508 0.556 0.103 -0.022
H -1.002936 -5.304284 3.951198 -0.133 0.219 -0.475
H 1.852248 -5.711376 9.389373 -0.012 0.586 -0.504
C -6.042942 -3.679127 -1.128923 -1.845 1.470 -0.853
C -6.730261 -2.468218 -1.060761 1.710 -1.801 -0.113
C -7.736373 -2.020456 -2.054546 -2.679 0.375 -1.051
O -8.249743 -0.893843 -2.210793 1.964 -2.191 1.033
C -8.223495 -3.137732 -2.875698 1.778 -1.116 -1.634
C -7.512815 -4.305289 -3.030625 -2.969 -0.292 -1.194
C -6.396988 -4.698755 -2.175328 0.855 2.198 1.423
O -5.771403 -5.703214 -2.361842 0.290 -1.136 -0.120
O -7.922174 -5.255776 -3.962003 0.158 1.874 0.973
O -6.413067 -1.549126 -0.157999 0.515 0.780 0.212
H -5.229962 -3.889093 -0.449668 -0.017 -0.099 0.107
H -8.890878 -2.868358 -3.680959 -0.528 -0.104 0.238
H -7.520650 -6.103334 -3.757023 0.522 -0.194 0.169
H -5.459191 -1.629284 -0.085270 0.341 0.263 0.831
C 6.108476 5.602479 4.531977 1.385 -0.585 0.497
C 6.996430 4.650184 4.892128 1.933 -0.299 -0.031
C 6.832006 3.148540 4.568229 -0.537 0.601 0.254
O 7.561642 2.249346 4.972658 -0.462 1.556 -0.470
C 5.653893 2.930121 3.732709 -1.176 1.198 -0.788
C 4.722671 3.909487 3.381050 1.598 -1.808 0.383
C 4.906959 5.361287 3.731210 0.237 1.023 1.166
O 4.157250 6.277499 3.432664 0.287 -1.331 -0.257
O 3.624963 3.655467 2.681615 -0.253 0.307 -0.199
O 8.226163 5.023305 5.424937 -1.989 -0.034 -0.481
H 6.459464 6.590238 4.791851 -0.564 0.372 -0.213
H 5.598250 1.930069 3.328712 -0.456 -0.211 0.071
H 3.563800 2.718113 2.483517 -0.016 -0.307 -0.041
H 8.783026 4.248961 5.534000 -0.020 -0.523 0.098
C 1.818236 5.030906 -5.147012 -0.402 -2.269 1.504
C 1.904943 3.929172 -4.285372 -1.968 1.396 -0.527
C 3.195584 3.248767 -3.968580 1.352 0.478 0.747
O 3.392593 2.207512 -3.344282 -1.435 0.972 -0.816
C 4.304421 4.119416 -4.318433 1.458 -0.292 -0.782
C 4.238597 5.200764 -5.090859 2.896 2.525 0.239
C 2.995503 5.795990 -5.591503 -1.460 0.015 -0.504
O 2.946414 6.836497 -6.237853 0.279 -1.113 0.789
O 5.399005 6.000413 -5.289788 -1.710 -2.175 0.573
O 0.791620 3.486493 -3.588508 1.302 0.586 -1.512
H 0.822789 5.324646 -5.445700 0.011 0.378 0.118
H 5.303451 3.848366 -4.010414 -0.012 -0.260 0.278
H 5.114115 6.892506 -5.501003 -0.324 0.261 -0.427
H 1.060265 2.652050 -3.197189 -0.005 -0.548 0.349
C -0.475745 1.847388 7.125905 1.172 1.070 1.122
C -1.767273 2.139014 7.228723 -1.787 -1.357 -2.168
C -2.404975 3.103572 8.180527 -0.492 0.294 2.335
O -3.599429 3.319539 8.359579 1.280 -0.615 -1.422
C -1.442900 3.658961 9.138532 -0.150 0.486 0.596
C -0.153735 3.381825 9.097804 2.800 0.621 0.030
C 0.475343 2.591101 7.991589 0.561 -1.073 -0.957
O 1.699422 2.553312 7.849068 -1.605 0.181 0.446
O 0.805860 3.894250 9.933376 -1.993 -0.213 -0.276
O -2.650091 1.495173 6.383077 0.050 1.019 0.790
H -0.091390 1.092722 6.455714 0.026 0.041 -0.110
H -1.754048 4.283438 9.962916 -0.545 0.079 -0.141
H 1.639942 3.599532 9.560487 0.694 -0.204 -0.193
H -2.144920 1.189695 5.626047 0.014 -0.347 -0.112
C -4.177961 -2.233069 -8.175458 0.652 0.690 0.239
C -3.218671 -1.641181 -7.412264 -0.228 -0.608 0.835
C -1.893046 -1.219228 -7.926702 0.280 0.003 -3.569
O -0.903673 -0.776174 -7.386064 -0.874 -0.220 1.848
C -1.808208 -1.355040 -9.388844 0.393 -0.263 0.315
C -2.771005 -1.864477 -10.147727 1.284 -0.265 -3.390
C -4.037622 -2.415047 -9.650312 -0.873 -0.240 2.707
O -4.880729 -3.036543 -10.270159 0.960 0.691 -0.582
O -2.561875 -2.030727 -11.526908 -0.488 0.471 2.338
O -3.320012 -1.463570 -6.092944 -1.024 -0.345 0.360
H -5.098528 -2.587782 -7.735991 -0.008 0.025 0.121
H -0.819730 -1.120630 -9.755389 -0.145 0.163 -0.473
H -3.456585 -2.242491 -11.803016 -0.334 -0.434 -0.882
H -2.439458 -1.323332 -5.737180 0.424 0.307 0.165
```
Positions in Å, forces in eV/Å.

Calculated values
Charge   +1
M   1260.776 g mol⁻¹
Relative energy (zero: lowest compared OMol25 entry of this formula, charge and spin)   0.00 kcal per mole
E_HOMO   -0.357 Eh

No. 2
The following is a quantum chemistry calculation of a 4-piece molecular cluster, C30H64B2N3O8S overall, from the OMol25 dataset.

Structure (XYZ):
```
108
Properties=species:S:1:pos:R:3:forces:R:3
C -1.803360 4.568818 1.850932 -0.066 0.023 -0.039
C -1.598838 3.058931 1.639665 0.244 -0.286 -0.008
B -2.921049 2.246843 1.835280 0.202 -0.211 0.061
O -3.241184 1.561745 2.983927 -0.485 -0.099 -0.417
O -3.859414 2.222718 0.784243 -0.078 0.537 0.167
S -5.411491 2.606609 1.011761 -0.130 -0.248 0.068
O -5.909318 2.949618 -0.294020 0.075 -0.013 0.052
O -5.047749 4.022758 1.762487 -0.096 0.057 -0.138
B -6.028556 4.783415 2.424945 0.089 -0.109 -0.009
C -7.286653 4.178099 3.126610 -0.059 0.085 -0.016
O -5.785493 6.115792 2.497962 0.026 0.024 0.127
H -0.862213 5.099867 1.706236 -0.030 0.017 0.028
H -2.166593 4.790153 2.856336 0.027 -0.024 0.006
H -2.530850 4.969572 1.144251 0.018 -0.019 -0.031
H -0.856049 2.694851 2.356153 0.040 0.050 -0.036
H -1.186817 2.890231 0.639815 -0.066 -0.006 -0.003
H -2.678493 0.822437 3.216853 0.315 0.186 0.293
H -7.072775 4.124784 4.199113 -0.008 -0.032 -0.016
H -7.566885 3.177997 2.798647 0.021 0.017 -0.014
H -8.142876 4.844117 3.015144 -0.005 -0.026 0.001
H -4.960905 6.372491 2.071192 -0.008 -0.006 -0.046
C -3.920896 -0.216985 -2.687249 -0.015 -0.020 0.026
C -2.467797 0.273240 -2.796911 -0.101 0.011 0.137
C -1.958213 0.232618 -4.245232 0.033 0.049 0.004
C -1.674435 -1.174658 -4.761749 -0.020 -0.009 0.015
C -0.740984 -1.930894 -3.820470 0.007 -0.014 -0.021
C -1.255471 -1.977455 -2.374786 -0.030 0.007 0.107
N -1.540114 -0.561410 -1.955225 0.212 -0.037 -0.508
O -0.506233 0.068013 -1.544262 -0.075 -0.035 0.319
C -2.485837 -2.874810 -2.252977 -0.029 0.007 0.022
C -0.181143 -2.534842 -1.447583 0.004 0.010 -0.073
C -2.408376 1.695375 -2.254458 0.016 0.087 -0.060
H -4.089776 -0.749010 -1.752193 -0.016 0.048 0.021
H -4.587800 0.644551 -2.696555 -0.012 -0.017 -0.043
H -4.212153 -0.867469 -3.511065 0.008 -0.027 0.015
H -1.037501 0.823139 -4.296532 0.009 -0.014 0.042
H -2.696515 0.735944 -4.875403 0.029 -0.003 -0.018
H -2.605849 -1.729449 -4.905287 -0.004 0.005 0.034
H -1.209287 -1.103717 -5.746919 -0.029 -0.025 -0.018
H -0.593268 -2.958505 -4.163842 0.018 0.020 -0.026
H 0.241065 -1.447081 -3.818240 -0.008 0.018 0.038
H -2.906403 -2.817614 -1.247833 0.003 -0.009 0.000
H -2.171811 -3.904184 -2.431781 -0.014 -0.001 0.009
H -3.269709 -2.643359 -2.966584 0.001 -0.009 -0.009
H 0.750900 -1.982320 -1.537422 0.003 0.009 0.016
H -0.001656 -3.579481 -1.708994 0.000 0.010 0.015
H -0.511849 -2.487145 -0.408540 -0.016 0.000 -0.026
H -2.686013 1.703094 -1.202597 -0.022 0.062 -0.022
H -3.123863 2.313574 -2.799337 -0.008 -0.040 0.001
H -1.418666 2.132319 -2.359573 0.025 -0.035 0.006
C 2.867472 2.649909 -3.338992 0.046 0.037 -0.012
C 3.375326 1.215493 -3.118547 0.027 0.050 -0.084
C 2.693409 0.561081 -1.910159 -0.117 0.011 0.000
C 3.169793 1.099865 -0.566531 0.085 0.003 0.020
C 4.689105 1.029303 -0.447440 0.001 -0.007 0.024
C 5.409821 1.736910 -1.603990 0.049 0.043 -0.095
N 4.861728 1.176747 -2.888724 -0.161 -0.247 0.330
O 5.418793 0.085437 -3.256437 0.061 0.137 -0.127
C 5.235689 3.252751 -1.513537 -0.003 0.016 -0.034
C 6.904638 1.439432 -1.562460 -0.029 -0.027 0.051
C 3.073127 0.407594 -4.377848 -0.003 -0.014 0.044
H 3.655578 3.297559 -3.719890 -0.016 -0.011 -0.048
H 2.067606 2.633390 -4.079313 -0.031 0.007 0.040
H 2.460017 3.096571 -2.433122 0.029 0.015 0.008
H 2.882557 -0.517127 -1.951485 0.072 0.015 -0.012
H 1.614685 0.699078 -2.001545 0.001 -0.062 -0.034
H 2.820219 2.124365 -0.409095 -0.001 0.007 -0.045
H 2.719541 0.503115 0.228071 -0.014 0.029 0.011
H 5.028384 1.472038 0.493401 -0.015 -0.018 0.004
H 5.001869 -0.019322 -0.441053 0.011 0.001 -0.048
H 5.657948 3.741799 -2.392420 0.005 0.004 0.008
H 5.781270 3.602627 -0.635927 -0.001 0.012 -0.012
H 4.203869 3.570461 -1.404276 -0.003 0.003 0.014
H 7.099471 0.371135 -1.552801 0.002 -0.007 -0.013
H 7.321275 1.886406 -0.657927 0.002 -0.009 -0.015
H 7.407371 1.871462 -2.428422 -0.002 0.002 0.000
H 3.601967 0.817568 -5.239450 -0.010 0.012 -0.001
H 1.998472 0.466075 -4.565388 0.018 -0.013 -0.002
H 3.359073 -0.634246 -4.265057 0.024 -0.005 -0.007
C -0.546788 -1.786104 2.555281 -0.032 0.033 0.021
C 0.919300 -2.107568 2.893959 -0.068 0.072 0.071
C 1.525798 -3.097614 1.887103 0.035 0.046 -0.056
C 1.014989 -4.526179 2.044269 -0.027 0.023 0.003
C 1.182586 -5.017427 3.479275 0.002 -0.031 -0.005
C 0.529049 -4.088700 4.512267 -0.046 0.069 0.070
N 1.056059 -2.700956 4.267973 0.221 -0.283 -0.257
O 2.183139 -2.468884 4.825609 -0.127 0.112 0.102
C -0.995504 -4.154178 4.422452 -0.015 0.042 0.005
C 0.926953 -4.499796 5.925516 0.028 -0.037 -0.041
C 1.704568 -0.801416 2.861316 0.015 0.009 -0.062
H -1.133287 -1.621338 3.458940 0.009 0.030 0.015
H -0.578622 -0.873077 1.958401 -0.004 -0.041 -0.071
H -1.029242 -2.569401 1.971973 -0.028 -0.009 0.040
H 2.612163 -3.089676 2.017103 -0.008 0.004 0.057
H 1.320968 -2.722758 0.880637 0.065 -0.028 0.026
H -0.031172 -4.599628 1.732174 -0.010 0.019 0.020
H 1.576892 -5.178560 1.372954 -0.036 -0.012 -0.022
H 0.756369 -6.017273 3.598935 0.027 -0.005 -0.020
H 2.248827 -5.090185 3.712633 -0.002 0.038 0.021
H -1.451897 -3.416303 5.083754 -0.004 -0.011 0.005
H -1.310059 -5.144932 4.753092 -0.014 0.012 0.003
H -1.384413 -4.007176 3.419926 -0.002 -0.017 -0.008
H 2.005880 -4.543197 6.040664 0.007 0.012 0.004
H 0.506226 -5.485771 6.130760 0.009 0.013 0.006
H 0.532802 -3.793508 6.656941 -0.002 -0.001 -0.002
H 1.336100 -0.102260 3.613711 -0.019 -0.010 0.004
H 1.563667 -0.358797 1.873568 0.007 0.022 0.034
H 2.765787 -0.958141 3.031243 -0.001 -0.021 0.037
```
Positions in Å, forces in eV/Å.

Calculated values
Charge   0
M   648.546 g mol⁻¹
2S+1   4
E_HOMO (alpha / beta)   -0.288 / -0.335 Eh

No. 3
The following is a quantum chemistry calculation of an isolated molecule of C5H10O, from the OMol25 dataset.

Structure (XYZ):
```
16
Properties=species:S:1:pos:R:3:forces:R:3
C -1.307693 0.097090 -1.761452 -0.072 0.005 -0.041
C -0.988207 -0.130393 -0.302323 -0.221 -0.035 0.173
O -1.859755 -0.316855 0.521064 0.315 0.062 -0.312
C 0.480904 -0.086274 0.110051 0.065 -0.009 -0.019
C 0.807448 -1.258775 1.033366 0.006 -0.071 0.049
C 0.745479 1.254043 0.807596 -0.004 0.091 0.036
H -0.993299 1.104502 -2.063653 -0.005 -0.153 0.081
H -0.748059 -0.611831 -2.381504 -0.071 0.082 0.073
H -2.379874 -0.017067 -1.932185 0.159 0.031 0.020
H 1.103934 -0.144998 -0.792282 -0.108 0.018 0.109
H 0.690356 -2.218846 0.519351 0.002 0.124 0.073
H 0.135879 -1.252558 1.897007 0.101 0.007 -0.114
H 1.840535 -1.186881 1.388870 -0.133 -0.008 -0.047
H 0.080055 1.361291 1.671282 0.113 -0.022 -0.119
H 0.576194 2.103668 0.135824 0.013 -0.119 0.103
H 1.782174 1.300809 1.158951 -0.161 -0.002 -0.066
```
Positions in Å, forces in eV/Å.

Calculated values
Charge   0
M   86.134 g mol⁻¹
Relative energy (zero: lowest compared OMol25 entry of this formula, charge and spin)   0.26 kcal per mole
E_HOMO   -0.350 Eh
SMILES   CC(=O)C(C)C

Number 1: F_max 3.8 eV/A. Number 2: F_max 0.6 eV/A. Number 3: F_max 0.4 eV/A.